Computed, not measured: C4H8N2O2S as an isolated structure at a distorted geometry, with ωB97M-V/def2-TZVPD.

CARTESIAN COORDINATES (ANGSTROEM)
C -0.0992 -0.8058 1.4157
C -0.9465 -1.3039 -0.6492
C -1.3964 0.1898 -0.9038
C 0.6600 0.3115 0.9439
N -0.8641 -1.6277 0.7158
N -0.6607 1.1489 -0.2370
O 2.5734 1.5509 -0.1000
O 2.5207 -0.9244 -0.4238
S 1.6794 0.2023 -0.6277
H -0.1366 -0.7962 2.4434
H -1.6333 -2.1264 -1.0439
H 0.1584 -1.4866 -1.1235
H -1.1535 0.4129 -1.9514
H -2.4535 0.1007 -0.5774
H 0.8249 1.1981 1.5571
H 2.0652 2.2941 0.0268
H -1.1382 1.6618 0.5350

Properties
energy relative to the best compared isomer or geometry (same formula, charge and spin)	4.958	eV
HOMO-LUMO gap	9.1	eV
electronic energy	-815.22482	Eh

natural (NBO) population analysis, charges in e, atoms 1 to 2: 0.019 -0.272